{
  "formula": "C23H40N4O5Rh",
  "method": "ωB97M-V with the def2-TZVPD basis set",
  "multiplicity": 5,
  "lumo_energy_ev": [-2.72, -5.68],
  "de_lowest_kj_mol": 111.12,
  "homo_ev": [-7.57, -11.04],
  "charge": 1,
  "e_tot_ha": -1605.75910,
  "molar_mass_g_mol": 555.50,
  "gap_ev": [4.84, 5.36],
  "s_squared": 6.028,
  "species": ["O", "H", "Rh", "N", "N", "O", "O", "C", "C", "C", "C", "H", "H", "H", "H", "H", "H", "H", "H", "O", "H", "H", "C", "H", "H", "H", "O", "H", "H", "C", "C", "C", "C", "C", "C", "C", "N", "C", "C", "C", "C", "C", "C", "C", "N", "C", "C", "C", "C", "H", "H", "H", "H", "H", "H", "H", "H", "H", "H", "H", "H", "H", "H", "H", "H", "H", "H", "H", "H", "H", "H", "H", "H"],
  "xyz": [[1.6932, 0.9843, -3.9757], [2.4115, 1.6414, -3.9619], [-0.4499, -0.8987, -1.9304], [-2.0519, -0.7344, -3.0024], [0.1432, -1.4243, -3.7239], [-3.2929, -0.1962, -2.6538], [1.4634, -1.6782, -4.0587], [-2.0288, -1.0864, -4.2992], [-0.7227, -1.3529, -4.7508], [-3.3003, -1.2651, -5.0397], [-0.3340, -1.5665, -6.1583], [-4.0568, -0.5146, -4.8079], [-3.7150, -2.2368, -4.7397], [-3.1615, -1.2931, -6.1263], [0.7249, -1.8247, -6.2438], [-0.5464, -0.6705, -6.7554], [-0.9744, -2.3606, -6.5488], [-3.2308, 0.0901, -1.7199], [1.8395, -0.7453, -4.1232], [0.3257, -3.0578, -1.2548], [-0.4369, -3.6692, -1.2770], [0.8997, -3.3435, -1.9937], [0.7475, 1.4069, -2.9720], [1.2986, 1.5847, -2.0443], [-0.0129, 0.5930, -2.8324], [0.2147, 2.3235, -3.2511], [-2.1654, 3.3167, -2.0614], [-3.1078, 3.0245, -2.0260], [-1.9670, 3.6380, -1.1644], [-1.8878, -0.3301, 5.0097], [-2.9107, 0.1311, 3.9544], [-4.2124, -0.6488, 4.1733], [-3.1745, 1.6276, 4.1508], [-2.3690, -0.0880, 2.5378], [-3.0779, -0.8001, 1.5619], [-2.5330, -0.9891, 0.2895], [-1.3185, -0.5217, -0.0387], [-0.5524, 0.0534, 0.9348], [-1.1009, 0.3978, 2.1953], [0.8684, 0.0945, 0.6183], [1.8615, 0.5885, 1.4905], [3.2108, 0.4791, 1.1521], [3.5191, -0.0228, -0.1186], [2.4978, -0.4789, -0.9488], [1.2092, -0.4452, -0.5820], [4.2882, 0.7985, 2.1943], [5.6982, 0.5893, 1.6264], [4.1397, 2.2567, 2.6534], [4.0934, -0.1335, 3.3996], [-2.2830, -0.1378, 6.0173], [-0.9301, 0.1968, 4.9174], [-1.7041, -1.4093, 4.9234], [-4.5774, -0.4883, 5.1958], [-4.9865, -0.3103, 3.4736], [-4.0358, -1.7243, 4.0382], [-2.2754, 2.2224, 3.9621], [-3.9567, 1.9672, 3.4638], [-3.5087, 1.8267, 5.1745], [-4.0666, -1.2216, 1.7466], [-3.0614, -1.5654, -0.4696], [-0.4954, 0.9792, 2.9050], [1.5466, 0.9825, 2.4569], [4.5389, -0.0728, -0.5014], [2.7216, -0.8599, -1.9459], [5.8791, 1.2608, 0.7767], [6.4552, 0.7973, 2.3953], [5.8303, -0.4488, 1.2970], [3.1614, 2.4233, 3.1176], [4.9128, 2.5237, 3.3875], [4.2340, 2.9344, 1.7945], [3.1310, 0.0427, 3.8913], [4.1311, -1.1826, 3.0827], [4.8837, 0.0219, 4.1421]]
}